Entry 1:
Formula: C4H5KMgO2
Source: the OMol25 dataset
Level of theory: ωB97M-V/def2-TZVPD

XYZ file:
```
13
Properties=species:S:1:pos:R:3:forces:R:3
H 3.9686 -1.4811 0.5246 0.37 0.14 -0.17
C 4.9634 -1.1181 -1.0375 -0.67 1.63 -2.14
C 5.1064 -2.4949 -1.5897 -0.34 -1.20 0.80
C 6.5964 -2.8217 -1.5942 0.47 -0.34 -0.89
C 7.3905 -1.6083 -1.2629 -0.41 0.86 1.16
O 6.6304 -0.7590 -0.6077 -1.02 -0.46 -0.86
O 4.3672 -0.1878 -1.5048 1.01 -0.77 1.74
K 3.8363 2.8090 -1.7409 -0.28 0.10 -0.07
Mg 7.7021 0.9565 -1.1190 0.55 -0.40 0.07
H 4.6445 -2.5436 -2.5861 0.20 0.35 0.28
H 4.5127 -3.1627 -0.9489 0.32 -0.01 -0.22
H 6.9673 -3.1738 -2.5724 -0.30 -0.08 0.38
H 6.8757 -3.5987 -0.8654 0.09 0.17 -0.09
```
Positions in Å, forces in eV/Å.

Properties
E = -30072.497 eV
total charge = +2
E_LUMO (spin up / spin down) = -0.3126 / -0.3522 Eh
HOMO level (spin up / spin down) = -16.71 / -14.83 eV
2S+1 = 1
HOMO-LUMO gap (spin up / spin down) = 8.20 / 5.25 eV

Atom charges from the Löwdin analysis, given in e for atoms 1 to 5: 0.31, -0.30, -0.09, -0.14, -0.05

---

Entry 2:
Formula: C12H36O6
Source: the OMol25 dataset
Level of theory: ωB97M-V/def2-TZVPD

XYZ file:
```
54
Properties=species:S:1:pos:R:3:forces:R:3
C 0.2374 2.1061 -1.0114 -1.92 -0.83 -0.08
C 0.8172 0.9674 -0.1941 1.24 0.25 0.14
O 1.6598 0.1805 -1.0478 -0.11 -0.27 0.02
H -0.4011 2.8190 -0.4863 0.82 0.34 0.67
H -0.5903 1.6475 -1.5606 0.42 -0.15 -0.86
H 0.9399 2.5695 -1.7000 0.05 -0.02 0.22
H 0.1179 0.2716 0.2685 -0.47 0.41 -0.12
H 1.4634 1.3345 0.6065 -0.15 0.17 0.19
H 2.5449 0.1873 -0.6578 0.08 0.09 0.20
C -3.0363 0.9556 4.1705 -0.85 1.21 1.09
C -1.8597 1.6900 3.5740 -0.67 0.20 -1.43
O -1.6573 1.2179 2.2238 0.77 0.28 0.55
H -3.8188 0.6395 3.4811 0.60 -0.48 -0.46
H -3.6138 1.7236 4.6941 0.12 -0.15 0.70
H -2.7429 0.1873 4.8835 -0.19 -0.18 -0.21
H -0.9962 1.6809 4.2417 0.33 -0.51 -0.31
H -2.0610 2.7509 3.4204 -0.27 -0.01 0.15
H -1.5051 0.2635 2.2909 0.05 -0.11 -0.01
C -3.6964 -2.2812 1.2529 1.30 0.11 -0.21
C -2.1892 -1.8928 1.0657 -1.60 -0.57 -1.11
O -1.5991 -1.4969 2.2625 0.39 0.08 1.07
H -4.2934 -1.4546 1.6349 0.21 0.02 0.15
H -3.6889 -3.1312 1.9368 -0.44 -0.01 0.07
H -4.1432 -2.5805 0.3047 0.12 -0.13 -0.03
H -2.0966 -1.0842 0.3408 0.10 0.02 0.06
H -1.6123 -2.7577 0.7310 -0.24 -0.02 -0.58
H -1.4933 -2.3171 2.7519 0.18 0.29 0.48
C -4.7044 1.8405 -1.5872 0.11 -0.02 0.17
C -3.5642 1.2809 -0.7454 -0.53 -0.13 -0.74
O -4.0316 1.1171 0.5694 -0.29 -0.02 0.31
H -4.7954 2.9004 -1.3507 -0.25 0.04 -0.34
H -5.6485 1.3431 -1.3639 0.06 -0.03 0.26
H -4.5296 1.6535 -2.6472 0.18 0.38 -0.05
H -2.7056 1.9480 -0.8321 0.08 0.02 0.28
H -3.2819 0.3285 -1.2037 0.23 -0.28 0.25
H -3.3336 1.2425 1.2239 0.49 0.00 -0.12
C 6.2278 -0.6859 -0.4212 -0.64 -0.24 0.63
C 4.8571 -0.8567 0.2856 1.29 1.70 0.12
O 4.0804 0.3812 0.2763 0.25 -0.78 -0.36
H 6.1475 -0.2096 -1.3971 -0.11 -0.38 -0.13
H 6.6213 -1.7033 -0.4472 0.26 0.06 -0.55
H 6.9469 -0.1016 0.1536 -0.24 0.13 0.20
H 5.0802 -1.0084 1.3415 -0.22 -0.87 -0.07
H 4.3176 -1.6735 -0.1899 -0.35 0.17 0.24
H 4.1791 0.7696 1.1479 -0.12 0.15 -0.07
C 2.8633 -2.3312 -3.7145 1.26 -0.72 0.13
C 3.4759 -0.9450 -3.6595 -0.81 0.41 -0.21
O 2.5001 0.0490 -3.5932 -0.72 0.81 -0.23
H 2.2410 -2.4634 -4.5981 -0.21 0.17 0.18
H 2.3753 -2.6774 -2.8034 -0.36 0.44 -0.02
H 3.7059 -3.0211 -3.8234 0.03 -0.23 -0.18
H 3.9679 -0.7411 -4.6121 0.53 -0.25 0.19
H 4.1361 -0.7581 -2.8084 0.54 -0.63 -0.12
H 2.1861 0.1253 -2.6782 -0.33 0.06 -0.11
```
Positions in Å, forces in eV/Å.

Properties
E = -25310.748 eV
E_LUMO = 0.0132 Eh
HOMO level = -9.22 eV
2S+1 = 1
HOMO-LUMO gap = 9.58 eV

Atom charges from the Löwdin analysis, given in e for atoms 1 to 5: -0.07, -0.27, -0.12, 0.07, 0.06